Entry 1:
Density functional theory data (ωB97M-V/def2-TZVPD) for one molecule with the formula C2HClN2OS in a non-equilibrium geometry.

Last column: natural (NBO) charge in e.
Element x y z (Å)
1 O 0.630047 -1.388895 -1.532605  -0.43
2 C 0.408820 -0.694390 -0.606924  0.55
3 N 1.538254 -0.454288 0.312782  -0.22
4 N 1.444303 0.422174 1.185859  -0.27
5 S 0.084564 1.234506 1.467248  0.47
6 C -0.798472 0.037751 -0.124093  -0.35
7 Cl -1.699174 1.324531 -1.109351  -0.01
8 H -1.608342 -0.481390 0.407084  0.26

Atomic forces in eV per Å
O -0.69 -0.48 -0.99
C 0.59 1.20 1.63
N 0.87 0.10 0.23
N 1.13 -1.01 -0.29
S -2.13 -1.39 -2.22
C -1.62 3.33 1.68
Cl 1.11 -1.48 0.31
H 0.73 -0.26 -0.35

Summary:
- 2S+1 = 1
- energy relative to the best compared isomer or geometry (same formula, charge and spin) (kcal/mol) = 49.5
- E_tot (a.u.) = -1119.83857
- E_HOMO (Ha) = -0.3583

Entry 2:
Density functional theory data (ωB97M-V/def2-TZVPD) for one molecule with the formula C16H20N6O3S2 in a non-equilibrium geometry.

Last column: natural (NBO) charge in e.
Element x y z (Å)
1 N -5.224891 -3.060573 -1.437869  -0.78
2 C -4.646142 -2.054574 -0.740161  0.44
3 C -4.140262 -2.235865 0.548875  -0.45
4 C -3.515223 -1.139543 1.139989  0.46
5 N -2.926646 -1.153677 2.357250  -0.79
6 N -3.429413 0.021266 0.479679  -0.59
7 C -3.953898 0.084636 -0.721177  0.31
8 S -3.806975 1.648469 -1.493647  0.27
9 C -3.032563 2.585853 -0.124194  -0.62
10 C -2.067358 1.846436 0.796445  0.75
11 O -2.200113 1.949418 2.006769  -0.69
12 N -0.951937 1.301932 0.253385  -0.47
13 C -0.643153 1.135802 -1.147169  -0.24
14 C 0.780875 1.638843 -1.410598  -0.24
15 N 1.746859 0.990735 -0.550011  -0.68
16 S 2.242068 -0.544994 -1.031289  2.30
17 O 2.251981 -0.557054 -2.463883  -0.94
18 O 1.528521 -1.589614 -0.346982  -0.95
19 C 3.925360 -0.506724 -0.425843  -0.25
20 C 4.806416 0.382218 -1.010141  -0.20
21 C 6.110576 0.441334 -0.549034  -0.21
22 C 6.514158 -0.385743 0.488648  -0.19
23 C 5.621721 -1.274931 1.065631  -0.21
24 C 4.315785 -1.337371 0.605468  -0.22
25 C 1.399914 1.082783 0.852556  -0.22
26 C -0.025875 0.595860 1.117219  -0.26
27 N -4.561219 -0.877513 -1.379869  -0.56
28 H -5.495951 -3.905396 -0.969332  0.39
29 H -5.673338 -2.815312 -2.302696  0.41
30 H -4.223266 -3.181623 1.058049  0.21
31 H -3.139531 -1.889904 3.005798  0.39
32 H -2.658439 -0.249321 2.715106  0.43
33 H -2.529225 3.428843 -0.599681  0.24
34 H -3.838757 2.960005 0.507208  0.25
35 H -1.344864 1.683568 -1.772218  0.23
36 H -0.691926 0.069808 -1.408962  0.20
37 H 1.071730 1.420434 -2.437904  0.24
38 H 0.841299 2.717128 -1.230252  0.20
39 H 4.457780 1.003527 -1.819007  0.24
40 H 6.812185 1.128458 -0.996965  0.22
41 H 7.531830 -0.339061 0.846695  0.22
42 H 5.941965 -1.919326 1.870178  0.22
43 H 3.594755 -2.022564 1.023241  0.24
44 H 2.115032 0.477082 1.410980  0.22
45 H 1.503695 2.129957 1.155059  0.21
46 H -0.313455 0.795914 2.150121  0.25
47 H -0.080078 -0.479616 0.914545  0.22

Atomic forces in eV per Å
N -0.08 -0.19 -0.03
C 0.24 0.29 0.25
C -0.03 0.03 0.07
C -0.26 -0.18 -0.54
N 0.05 -0.07 0.20
N -0.28 -0.38 0.12
C 0.03 -0.22 0.44
S -0.10 0.36 -0.17
C -0.49 -0.26 -0.22
C 0.31 0.63 0.05
O -0.06 0.16 0.32
N 0.33 0.03 0.04
C 0.23 0.28 -0.26
C -0.42 -0.12 -0.53
N 0.51 -0.86 -0.46
S 0.30 0.41 0.23
O 0.08 0.22 -0.11
O 0.21 0.09 0.17
C -0.52 -0.10 -0.06
C 0.14 0.09 -0.09
C -0.10 0.03 -0.09
C 0.01 -0.06 0.07
C 0.05 0.02 -0.02
C -0.16 -0.13 0.03
C -0.21 -0.19 0.54
C 0.13 0.02 0.33
N -0.21 -0.07 -0.52
H -0.01 0.03 -0.06
H -0.03 -0.02 0.02
H 0.01 -0.15 0.05
H 0.03 0.04 -0.02
H 0.00 0.07 0.09
H 0.02 0.02 0.00
H 0.24 -0.01 0.02
H 0.11 -0.12 0.05
H -0.12 0.06 -0.07
H -0.12 0.20 -0.02
H 0.01 -0.07 0.00
H 0.05 0.15 -0.11
H 0.04 0.06 -0.05
H 0.08 0.01 0.03
H 0.01 -0.05 0.06
H -0.04 -0.09 0.10
H -0.02 0.12 0.19
H 0.03 -0.09 0.00
H 0.09 -0.06 -0.13
H -0.06 0.11 0.08

Summary:
- 2S+1 = 1
- energy relative to the best compared isomer or geometry (same formula, charge and spin) (kcal/mol) = 0.0
- E_tot (a.u.) = -1972.38237
- E_HOMO (Ha) = -0.3052

Entry 3:
Density functional theory data (ωB97M-V/def2-TZVPD) for C34H49ClHfO3P4 as an isolated structure in a non-equilibrium geometry.

Last column: Mulliken charge in e.
Element x y z (Å)
1 P 1.334164 1.049580 -2.331321  1.65
2 C 3.048445 1.505162 -2.615869  0.47
3 C 3.825501 0.877026 -3.606453  -0.03
4 H 3.399831 0.060426 -4.193376  0.40
5 C 5.134227 1.307543 -3.832987  -0.74
6 H 5.730711 0.822930 -4.606769  0.44
7 C 5.671487 2.352976 -3.073833  -0.51
8 H 6.694168 2.686470 -3.255237  0.41
9 C 4.900611 2.972437 -2.083484  -0.80
10 H 5.315996 3.787315 -1.489973  0.42
11 C 3.590743 2.551346 -1.850457  -0.77
12 H 2.980925 3.031170 -1.081951  0.38
13 C 1.003138 -0.561274 -3.072816  0.12
14 C 1.705235 -1.681512 -2.586718  -0.22
15 H 2.467361 -1.550516 -1.812560  0.52
16 C 1.433788 -2.952080 -3.096902  -0.73
17 H 1.968711 -3.815750 -2.699332  0.46
18 C 0.497934 -3.107945 -4.124545  -0.65
19 H 0.302013 -4.098672 -4.536418  0.45
20 C -0.178650 -1.996029 -4.631440  -0.78
21 H -0.897974 -2.110016 -5.443455  0.45
22 C 0.059432 -0.724764 -4.104387  -0.38
23 H -0.460579 0.147023 -4.509776  0.46
24 C 0.280323 2.320434 -3.060314  0.53
25 C 0.644272 2.917859 -4.284766  -0.58
26 H 1.545319 2.581209 -4.803272  0.48
27 C -0.138539 3.938385 -4.826366  -0.68
28 H 0.150324 4.388938 -5.776512  0.43
29 C -1.281171 4.381048 -4.148964  -0.63
30 H -1.886816 5.183059 -4.572244  0.41
31 C -1.643379 3.798967 -2.929555  -0.79
32 H -2.529296 4.138164 -2.391315  0.46
33 C -0.866976 2.772265 -2.384856  0.83
34 H -1.141185 2.327937 -1.425807  -0.73
35 Hf 0.417415 0.286006 2.152491  -0.56
36 C -1.443981 -1.076241 1.953882  -0.64
37 C -1.781270 -1.384330 0.680437  0.19
38 H -2.044022 -1.457270 2.795375  0.24
39 C -0.967452 -0.762955 -0.455800  1.14
40 O -1.909385 -0.027421 -1.281352  -0.88
41 H -1.426545 0.415584 -2.009411  0.19
42 C 0.109242 0.138627 0.037875  0.65
43 H -0.465815 -1.558757 -1.048834  -0.28
44 C 1.044635 0.923549 -0.456502  0.15
45 Cl 2.228511 1.748957 2.550543  -0.48
46 P -1.362953 2.105329 2.786933  0.98
47 P 1.739232 -1.949989 2.506829  1.22
48 C -0.961172 3.217092 4.175587  -1.27
49 H 0.051684 3.616378 4.040405  0.34
50 H -0.992509 2.671714 5.127551  0.34
51 H -1.687610 4.040730 4.203206  0.51
52 C -1.485648 3.268949 1.385270  -1.30
53 H -2.148039 2.856767 0.612798  0.26
54 H -0.494730 3.429869 0.940562  0.28
55 H -1.885645 4.231719 1.734760  0.59
56 C -3.105736 1.695499 3.110985  -1.17
57 H -3.163884 0.956106 3.919478  0.25
58 H -3.549304 1.257505 2.208688  0.17
59 H -3.659178 2.602140 3.394906  0.49
60 C 2.594166 -2.259011 4.083393  -1.33
61 H 1.933146 -2.807269 4.766634  0.37
62 H 2.851799 -1.299816 4.548884  0.35
63 H 3.505466 -2.845056 3.902285  0.51
64 C 0.987086 -3.575189 2.162119  -1.19
65 H 0.597290 -3.595212 1.135911  0.13
66 H 0.145275 -3.734125 2.848630  0.34
67 H 1.719547 -4.385352 2.291078  0.49
68 C 3.127228 -1.897905 1.320849  -1.19
69 H 3.507958 -0.870414 1.247599  0.36
70 H 2.787672 -2.216434 0.326564  0.09
71 H 3.929251 -2.561127 1.671794  0.58
72 P -3.126102 -2.443326 0.076741  1.41
73 C -3.733049 -3.429997 1.431437  -1.26
74 C -2.420448 -3.480190 -1.210958  -1.17
75 H -4.079014 -2.780803 2.246425  0.40
76 H -2.946150 -4.099927 1.801595  0.39
77 H -4.573907 -4.030418 1.060610  0.45
78 H -2.098223 -2.874098 -2.068052  0.24
79 H -3.182329 -4.197906 -1.542491  0.51
80 H -1.556169 -4.030361 -0.814433  0.34
81 C -4.433265 -1.423385 -0.600284  -1.29
82 H -4.732426 -0.674764 0.143241  0.38
83 H -5.291689 -2.060720 -0.849056  0.50
84 H -4.064534 -0.908532 -1.494870  0.35
85 H 1.730092 1.550301 0.139577  -0.25
86 C -1.443228 -0.743627 6.461000  -0.82
87 O -1.432825 -0.571561 5.020915  -0.20
88 C -0.308577 -0.089358 4.497442  0.10
89 O 0.690855 0.156674 5.157370  -0.58
90 H -0.611022 -1.376825 6.782726  0.30
91 H -2.396539 -1.225503 6.676418  0.25
92 H -1.393272 0.234568 6.956236  0.28

Atomic forces in eV per Å
P 0.28 0.30 0.63
C 0.41 -0.05 -0.10
C -0.12 0.16 0.17
H 0.19 0.24 0.13
C -0.11 0.06 0.12
H -0.15 0.16 0.24
C -0.26 -0.11 0.01
H -0.31 -0.10 0.06
C -0.14 -0.10 -0.01
H -0.10 -0.25 -0.18
C 0.07 -0.12 -0.17
H 0.26 0.00 -0.19
C -0.14 -0.39 -0.21
C -0.15 0.01 -0.08
H -0.26 -0.06 -0.23
C 0.10 0.27 0.06
H -0.13 0.23 -0.17
C -0.07 0.18 0.06
H 0.06 0.28 0.11
C 0.00 0.01 0.08
H 0.23 0.00 0.23
C 0.29 0.10 0.23
H 0.10 -0.29 0.13
C -0.28 0.42 -0.10
C -0.07 -0.13 0.14
H -0.25 0.16 0.12
C 0.00 -0.18 0.20
H -0.10 -0.11 0.29
C 0.10 -0.21 0.14
H 0.18 -0.23 0.13
C 0.15 -0.14 -0.10
H 0.26 -0.05 -0.19
C 0.13 0.06 -0.12
H 0.07 0.27 -0.25
Hf -0.84 0.04 3.93
C -0.79 -0.31 -0.77
C 0.31 0.36 0.02
H 0.14 -0.10 -0.43
C 0.09 0.02 -1.33
O 0.52 -0.15 -0.37
H -0.42 -0.49 0.43
C -0.68 -0.48 0.77
H -0.40 0.16 0.04
C 0.38 0.35 -2.75
Cl 0.77 0.65 0.11
P -0.73 0.82 0.20
P 0.80 -1.45 0.37
C 0.23 -0.04 0.12
H -0.23 -0.06 0.08
H 0.04 0.09 -0.26
H 0.19 -0.20 -0.02
C -0.06 0.33 -0.17
H 0.12 0.06 0.18
H -0.20 0.07 0.13
H 0.08 -0.22 -0.23
C -0.12 -0.29 0.01
H 0.02 0.21 -0.15
H 0.06 0.11 0.17
H 0.16 -0.25 -0.11
C 0.05 0.29 0.31
H 0.13 0.21 -0.16
H -0.03 -0.25 -0.03
H -0.29 0.11 0.05
C -0.30 -0.09 -0.13
H 0.08 -0.01 0.20
H 0.21 0.01 -0.13
H -0.17 0.28 -0.03
C 0.18 0.14 -0.21
H 0.05 -0.27 0.02
H 0.08 0.05 0.24
H -0.18 0.17 -0.23
P 1.01 0.92 0.40
C -0.26 -0.32 0.05
C -0.22 -0.36 -0.16
H 0.10 -0.15 -0.23
H -0.18 0.21 -0.10
H 0.13 0.08 0.21
H -0.15 -0.08 0.25
H 0.23 0.10 -0.02
H -0.25 0.13 -0.05
C -0.42 -0.17 -0.18
H 0.07 -0.21 -0.13
H 0.10 0.21 0.02
H -0.10 -0.19 0.29
H -0.28 -0.40 -0.35
C -0.18 0.02 0.11
O -0.34 -0.10 0.55
C 1.50 0.19 -1.92
O -0.34 -0.10 0.35
H -0.14 0.22 -0.07
H 0.14 0.07 0.05
H 0.09 -0.32 -0.10

Summary:
- 2S+1 = 1
- energy relative to the best compared isomer or geometry (same formula, charge and spin) (kcal/mol) = 33.2
- E_tot (a.u.) = -3423.85741
- charge = +2
- E_HOMO (Ha) = -0.4473

Entry 4:
Density functional theory data (ωB97M-V/def2-TZVPD) for a 6-piece molecular cluster, C15H41FN12O9S overall in a non-equilibrium geometry.

Last column: Mulliken charge in e.
Element x y z (Å)
1 C 5.504503 -2.774596 -1.273717  -0.92
2 C 6.607243 -1.775959 -0.960799  0.68
3 O 7.448545 -2.088029 -0.204469  -0.50
4 O 6.694088 -0.550383 -1.563063  -0.41
5 C 5.774903 0.429469 -0.997059  -0.50
6 C 4.393226 0.250013 -1.667251  -0.25
7 C 3.492597 1.499719 -1.597919  -0.81
8 C 2.270446 1.286508 -2.541844  -0.71
9 C 1.441259 0.050807 -2.213308  -0.08
10 C 0.365900 -0.204214 -3.320285  -1.09
11 C -1.048012 0.184055 -2.838188  -0.31
12 C -1.547399 -0.912069 -1.891906  -1.23
13 N -2.989268 -0.770559 -1.515586  0.04
14 N -3.460547 -2.033019 -1.033426  -0.56
15 S -3.153011 0.250750 -0.185708  1.15
16 O -2.760182 -0.430212 0.988788  -0.56
17 O -2.434038 1.450232 -0.339405  -0.51
18 F -4.694130 0.556201 -0.175330  -0.23
19 H 5.807344 -3.762744 -0.930310  0.33
20 H 5.330976 -2.787523 -2.355854  0.33
21 H 4.561920 -2.547156 -0.768090  0.25
22 H 5.676726 0.193987 0.070664  0.31
23 H 6.163549 1.434130 -1.162074  0.27
24 H 4.527209 -0.043118 -2.713847  0.38
25 H 3.877676 -0.535856 -1.112106  0.11
26 H 4.022832 2.399253 -1.935498  0.46
27 H 3.121708 1.690315 -0.584284  0.27
28 H 1.642787 2.177864 -2.399984  0.21
29 H 2.659272 1.314176 -3.569123  0.42
30 H 2.017428 -0.876800 -2.133727  0.16
31 H 0.938207 0.205431 -1.249232  0.23
32 H 0.650051 0.262299 -4.266984  0.44
33 H 0.339123 -1.288043 -3.514620  0.44
34 H -1.707501 0.152027 -3.717565  0.30
35 H -1.094917 1.175560 -2.383949  0.21
36 H -0.942572 -0.973819 -0.972675  0.57
37 H -1.456171 -1.869314 -2.411053  0.49
38 H -2.673415 -2.477835 -0.557833  0.24
39 H -3.672366 -2.623519 -1.834189  0.26
40 N -0.542035 4.904159 -0.430462  -0.38
41 C 0.779667 4.604096 -0.585970  0.58
42 N 1.642935 5.608388 -0.255265  -0.41
43 O 1.161270 3.518579 -0.989837  -0.58
44 H -0.871209 5.790766 -0.099372  0.15
45 H -1.206793 4.187368 -0.661716  0.21
46 H 2.624225 5.423301 -0.357095  0.22
47 H 1.344347 6.504961 0.077985  0.15
48 N -8.385676 0.384639 1.741095  -0.35
49 C -7.572037 1.030474 2.635004  0.62
50 N -6.319999 1.305491 2.167539  -0.26
51 O -7.941214 1.332476 3.753558  -0.65
52 H -8.095645 0.130096 0.816463  0.16
53 H -9.315987 0.163983 2.044028  0.20
54 H -5.690582 1.778188 2.789943  0.16
55 H -6.008697 1.058892 1.246316  0.19
56 N -6.190408 -3.295285 0.290701  -0.33
57 C -6.149083 -3.887910 1.518325  0.64
58 N -7.364413 -4.194785 2.058312  -0.41
59 O -5.095713 -4.122705 2.085846  -0.65
60 H -7.041242 -3.089337 -0.197013  0.16
61 H -5.307555 -3.056829 -0.130005  0.28
62 H -7.369456 -4.631164 2.961721  0.23
63 H -8.235073 -4.005466 1.600153  0.15
64 N 7.059045 4.720032 1.615769  -0.40
65 C 7.504249 3.967596 0.562701  0.70
66 N 7.751454 2.658048 0.859810  -0.39
67 O 7.665615 4.430596 -0.550814  -0.64
68 H 6.921505 4.352288 2.537744  0.16
69 H 6.866194 5.688188 1.438687  0.22
70 H 8.080469 2.071826 0.113860  0.23
71 H 7.621072 2.264570 1.772311  0.16
72 N -2.406603 -3.645658 3.104508  -0.17
73 C -1.276329 -4.087320 3.716592  0.63
74 N -1.481479 -4.716064 4.915719  -0.39
75 O -0.162412 -3.938812 3.239043  -0.67
76 H -3.328587 -3.762343 3.482215  0.18
77 H -2.298809 -3.179626 2.223790  0.08
78 H -0.672424 -5.057371 5.399925  0.21
79 H -2.388574 -4.846336 5.320659  0.17

Atomic forces in eV per Å
C -0.25 0.34 -0.71
C -1.02 -0.07 -0.57
O 1.98 -0.61 1.67
O -0.54 0.40 -0.07
C -1.05 -1.02 -0.66
C 0.14 0.93 0.88
C -0.44 -0.57 -0.64
C 0.59 0.82 0.82
C -0.42 -0.14 -1.00
C 0.00 -0.31 1.09
C 0.00 -0.59 -0.78
C 0.39 1.04 -0.03
N -0.30 -0.08 0.29
N -0.19 -0.52 -0.09
S 2.03 -0.44 0.81
O -1.18 -1.12 0.76
O -0.51 1.43 -1.56
F 0.54 -0.43 -0.43
H 0.19 0.18 -0.06
H -0.17 -0.04 0.21
H 0.16 0.22 -0.12
H 0.20 0.51 -0.04
H 0.25 -0.24 -0.02
H 0.06 -0.04 0.15
H 0.03 -0.14 -0.39
H 0.02 -0.16 0.12
H 0.17 -0.05 -0.08
H 0.11 -0.47 -0.38
H -0.23 -0.40 0.05
H 0.24 0.31 0.10
H 0.17 -0.01 -0.09
H -0.15 0.19 0.21
H 0.01 0.21 -0.16
H -0.07 0.25 0.25
H 0.12 -0.12 -0.05
H -0.04 -0.04 -0.19
H -0.28 0.08 0.09
H -0.28 -0.06 0.24
H 0.01 0.35 -0.15
N -0.14 -0.08 -0.07
C -0.12 0.12 0.08
N 0.18 0.01 0.00
O -0.08 0.21 0.21
H 0.01 -0.02 0.00
H 0.02 -0.01 0.06
H -0.03 0.01 0.00
H 0.00 -0.02 -0.01
N -0.18 -0.12 -0.06
C 0.11 0.03 0.03
N 0.05 0.08 -0.04
O -0.06 -0.02 0.02
H 0.02 0.03 0.02
H 0.03 0.03 0.00
H -0.02 -0.05 -0.01
H -0.08 0.03 0.24
N 0.10 -0.01 -0.15
C -0.13 0.09 -0.07
N 0.00 -0.09 0.13
O 0.01 -0.04 0.11
H 0.00 -0.04 0.03
H -0.05 0.22 0.07
H -0.01 0.03 -0.03
H 0.02 0.01 0.01
N -0.09 0.14 0.06
C 0.03 -0.07 0.05
N 0.04 -0.09 -0.06
O -0.05 0.03 -0.05
H 0.01 0.01 -0.02
H 0.03 -0.03 0.01
H 0.04 -0.02 0.07
H 0.02 -0.02 -0.03
N 0.16 0.04 0.12
C -0.12 0.14 -0.13
N 0.12 -0.10 0.17
O 0.08 -0.06 0.02
H -0.07 -0.06 -0.23
H -0.10 0.03 0.06
H -0.03 0.02 -0.02
H 0.01 0.01 -0.03

Summary:
- 2S+1 = 1
- E_tot (a.u.) = -2428.56878
- E_HOMO (Ha) = -0.3439